(1)
{"formula": "C8H14BN", "method": "ωB97M-V with the def2-TZVPD basis set", "homo_energy_ev": -7.48, "lumo_ev": -0.2, "smiles": "CN(C)c1ccccc1.B", "total_energy_ev": -10687.0861, "relative_energy_kcal_mol": 45.3, "homo_lumo_gap_ev": 7.3, "species": ["C", "N", "C", "C", "C", "C", "C", "C", "C", "H", "H", "H", "H", "H", "H", "H", "H", "H", "H", "H", "B", "H", "H", "H"], "positions_angstrom": [[0.55624, -1.43921, -1.38066], [0.83436, -0.26476, -0.55212], [-0.12966, 0.68101, -0.36154], [0.24282, 1.98132, 0.08289], [-0.69203, 2.93388, 0.49244], [-2.06808, 2.64433, 0.42250], [-2.46297, 1.39241, -0.07980], [-1.52594, 0.44483, -0.49141], [2.22829, 0.03706, -0.27089], [-0.28788, -1.30873, -2.08559], [1.42723, -1.69100, -2.00844], [0.28624, -2.26428, -0.71601], [1.28856, 2.28519, 0.23830], [-0.30996, 3.87549, 0.92103], [-2.79738, 3.38923, 0.76124], [-3.52551, 1.15255, -0.11492], [-1.84837, -0.52205, -0.86322], [2.50708, 1.12823, -0.24090], [2.76336, -0.37732, -1.14725], [2.67570, -0.35734, 0.65405], [0.19730, -3.44758, 1.69019], [0.68641, -3.39641, 2.79646], [-0.86407, -2.91046, 1.46115], [0.81824, -3.96642, 0.79249]], "mulliken_charge": [-1.030, 0.206, 1.257, -0.417, -0.691, -0.488, -0.573, -0.454, -0.958, 0.353, 0.311, 0.224, 0.025, 0.317, 0.343, 0.334, 0.306, 0.328, 0.348, 0.241, 0.115, -0.033, -0.031, -0.033]}

(2)
{"formula": "C8H14Cl12O", "method": "ωB97M-V with the def2-TZVPD basis set", "homo_energy_ev": -9.79, "lumo_ev": 0.3, "smiles": "ClC(Cl)Cl.ClC(Cl)Cl.ClC(Cl)Cl.ClC(Cl)Cl.CCOCC", "total_energy_ev": -160838.8877, "homo_lumo_gap_ev": 10.1, "species": ["C", "Cl", "Cl", "Cl", "H", "C", "Cl", "Cl", "Cl", "H", "C", "Cl", "Cl", "Cl", "H", "C", "Cl", "Cl", "Cl", "H", "C", "C", "O", "C", "C", "H", "H", "H", "H", "H", "H", "H", "H", "H", "H"], "positions_angstrom": [[-2.14892, 3.19298, -4.97777], [-2.07705, 4.83178, -5.61873], [-1.60653, 2.02408, -6.19474], [-3.78128, 2.80065, -4.39475], [-1.45150, 3.11607, -4.15483], [0.46403, -0.29623, -2.07567], [-0.96083, -1.34263, -1.94428], [0.89396, 0.40774, -0.52605], [0.19902, 0.93451, -3.32385], [1.26925, -0.90989, -2.45026], [4.98161, -0.76739, -3.66432], [4.48783, 0.66542, -4.53078], [4.99583, -2.16667, -4.77557], [3.94223, -1.04334, -2.25078], [5.98718, -0.66140, -3.28284], [-0.98698, 3.48566, 0.80309], [-0.46600, 5.18413, 0.90891], [-1.66448, 3.17280, -0.80188], [-2.08537, 3.02428, 2.08918], [-0.10685, 2.86502, 0.90296], [0.49919, -3.75379, 4.38011], [0.11189, -2.28067, 4.30848], [-0.82426, -2.17012, 3.22311], [-1.16050, -0.79671, 2.97555], [-2.09335, -0.74014, 1.77237], [0.95587, -4.02420, 3.42776], [1.17454, -3.93540, 5.21676], [-0.38431, -4.37978, 4.48671], [-0.38319, -1.99260, 5.24073], [0.95535, -1.62364, 4.09830], [-1.61122, -0.43138, 3.90397], [-0.26430, -0.21940, 2.71020], [-1.61247, -1.32710, 0.99372], [-2.18480, 0.30209, 1.46913], [-3.06357, -1.14474, 2.05604]], "mulliken_charge": [0.390, -0.123, -0.135, -0.125, -0.023, 0.126, -0.133, -0.076, -0.074, 0.155, 0.023, -0.100, -0.126, -0.104, 0.321, 0.210, -0.143, -0.065, -0.125, 0.105, -1.200, -0.199, -0.324, -0.190, -0.752, 0.298, 0.376, 0.298, 0.277, 0.304, 0.295, 0.199, 0.109, 0.170, 0.359]}

(3)
{"formula": "C8H14ClCoN2O2", "method": "ωB97M-V with the def2-TZVPD basis set", "total_charge": -1, "homo_energy_ev": [-0.07, -4.52], "lumo_ev": [2.8, 2.7], "total_energy_ev": -65746.7669, "homo_lumo_gap_ev": [2.8, 7.3], "multiplicity": 4, "species": ["C", "Co", "N", "N", "H", "H", "H", "H", "H", "H", "H", "H", "H", "H", "Cl", "C", "C", "C", "C", "C", "C", "C", "O", "O", "H", "H", "H", "H"], "positions_angstrom": [[-0.42571, -2.76113, 0.70555], [-0.97075, -1.85518, -1.02782], [-1.60927, -0.58216, -2.56442], [-1.13935, -3.62783, -1.90983], [-0.79527, -0.13933, -2.99383], [-2.20413, -1.82778, -0.15131], [-0.50420, -2.13907, 1.62539], [0.67391, -2.88959, 0.61386], [-0.86092, -3.75510, 0.91872], [-0.51519, -3.67605, -2.71362], [-2.09086, -3.84210, -2.21406], [-0.86251, -4.38453, -1.28337], [-2.12668, -1.02549, -3.32223], [-2.17686, 0.20097, -2.22151], [3.04681, 4.81389, 2.86117], [2.12830, 3.60974, 2.04352], [0.73557, 3.75485, 1.95567], [-0.00770, 2.78413, 1.30653], [0.64149, 1.66078, 0.78712], [2.02132, 1.53546, 0.83079], [2.78714, 2.49138, 1.47304], [-0.22540, 0.63804, 0.08364], [-1.46944, 0.77402, 0.11180], [0.39047, -0.32867, -0.49858], [0.24860, 4.63209, 2.40668], [-1.06652, 2.84042, 1.22221], [2.49788, 0.66618, 0.38484], [3.87928, 2.43206, 1.57005]], "mulliken_charge": [-1.442, 0.740, -1.000, -0.052, 0.402, 0.008, 0.422, 0.341, 0.162, 0.227, 0.009, 0.236, 0.175, 0.337, -0.248, 0.455, -0.490, -0.431, 0.196, -0.329, -0.533, -0.259, -0.630, -0.873, 0.347, 0.498, 0.370, 0.361]}

(4)
{"formula": "C8H14ClN2O2", "method": "ωB97M-V with the def2-TZVPD basis set", "total_charge": 1, "homo_energy_ev": [-13.45, -13.45], "lumo_ev": [-6.1, -6.1], "total_energy_ev": -28109.6323, "relative_energy_kcal_mol": 13.0, "homo_lumo_gap_ev": [7.4, 7.4], "species": ["C", "C", "C", "C", "C", "C", "C", "C", "N", "N", "O", "O", "Cl", "H", "H", "H", "H", "H", "H", "H", "H", "H", "H", "H", "H", "H", "H"], "positions_angstrom": [[1.81927, -1.12983, -0.74688], [0.53574, 1.10791, -0.37368], [-0.91336, 1.55728, -0.26856], [0.54706, -0.28378, -0.89872], [-1.71437, 0.57300, 0.62296], [-1.51370, 0.88033, 2.11083], [-1.42623, -0.85714, 0.28270], [4.09999, -1.10890, -1.32273], [-4.07964, 0.28947, 0.47873], [-3.10094, 0.90985, 0.31216], [1.83117, -2.23259, -0.28471], [2.83186, -0.44854, -1.24136], [-4.07595, -1.36536, 1.09241], [1.06057, 1.75615, -1.08359], [1.05293, 1.18213, 0.58445], [-0.99137, 2.56018, 0.15011], [-1.37341, 1.57842, -1.25768], [0.16152, -0.37360, -1.91654], [-1.77468, 1.91697, 2.31723], [-0.47947, 0.71826, 2.40130], [-2.15013, 0.24595, 2.72485], [-0.27310, -0.87055, -0.20494], [-2.00018, -1.27297, -0.54059], [-1.30802, -1.54691, 1.11460], [4.75936, -0.40681, -1.82439], [4.00325, -2.02804, -1.90056], [4.47179, -1.35086, -0.32741]], "mulliken_charge": [0.281, -0.614, -1.092, 0.487, 1.581, -1.571, -1.470, -0.645, -0.411, 0.085, -0.530, -0.259, -0.072, 0.406, 0.383, 0.415, 0.390, 0.466, 0.412, 0.398, 0.404, -0.113, 0.692, 0.490, 0.251, 0.321, 0.318]}